# C26H22I2IrO2

A molecular structure, C26H22I2IrO2 (ωB97M-V with the def2-TZVPD basis set, the Open Molecules 2025 dataset).

```
53
Properties=species:S:1:pos:R:3
Ir -0.39043 0.03947 0.07071
C -4.68517 1.76118 0.43227
C -3.20079 1.95249 0.53040
C -2.51587 2.78221 -0.32365
C -1.11934 2.97357 -0.19818
C -0.39574 3.86115 -1.16159
C -0.45395 2.42450 0.89706
C -1.13096 1.58428 1.81530
C -0.51226 1.14401 3.11350
C -2.46027 1.26185 1.52489
H -5.19454 2.61901 0.87568
H -5.01151 0.87104 0.96792
H -5.01768 1.69125 -0.60310
H -3.04244 3.30480 -1.11489
H -0.53943 4.90420 -0.86901
H -0.78470 3.75176 -2.17301
H 0.67503 3.66340 -1.16747
H 0.58187 2.68164 1.07819
H -0.69552 1.91695 3.86290
H 0.56456 1.01533 3.02968
H -0.96216 0.22098 3.47645
H -2.99595 0.57631 2.17279
I -2.40520 -0.43043 -1.51227
C -2.27349 -2.46292 -1.10571
C -3.20906 -3.35020 -1.60374
C -3.07888 -4.70364 -1.30538
C -2.01706 -5.13885 -0.53486
C -1.06506 -4.23297 -0.04041
C 0.05048 -4.68943 0.69827
C 1.01788 -3.79404 1.14254
C 0.88727 -2.44352 0.89222
C -0.22593 -1.90407 0.19894
C -1.19734 -2.84524 -0.30890
H -4.03162 -3.00672 -2.21723
H -3.80594 -5.40803 -1.68473
H -1.90297 -6.19183 -0.31083
H 0.15027 -5.74800 0.90345
H 1.87497 -4.15418 1.69493
H 1.64508 -1.77725 1.27924
I 7.88154 2.08630 -1.76153
C 5.93711 1.55682 -1.29755
C 5.51413 1.58104 0.03291
C 4.21904 1.22833 0.34403
C 3.33866 0.85341 -0.67830
C 3.76470 0.82984 -2.01180
C 5.06247 1.17902 -2.31760
C 1.98757 0.49871 -0.35443
O 1.51674 0.39551 0.83543
O 1.08579 0.25680 -1.25945
H 6.20093 1.87590 0.81354
H 3.88132 1.24304 1.37183
H 3.08067 0.53502 -2.79632
H 5.40320 1.16019 -3.34308
```

Results
Multiplicity = 2
Energy relative to the best compared isomer or geometry (same formula, charge and spin) = 17.1 kcal/mol
LUMO (spin up / spin down) = -0.2737 / -0.3420 hartree
HOMO level (spin up / spin down) = -13.38 / -13.38 eV
Total charge = +2



# C26H22INO14P2

3 unconnected molecules or ions with the total composition C26H22INO14P2 (ωB97M-V with the def2-TZVPD basis set, the Open Molecules 2025 dataset).

```
66
Properties=species:S:1:pos:R:3
O -1.77850 -1.13283 1.74393
P -3.08221 -1.20269 0.79717
C -2.40829 -1.25905 -0.99830
C -2.95571 -0.40991 -2.13168
C -4.20741 0.67754 -1.88877
C -3.75198 2.23355 -2.02040
C -4.95582 3.35999 -1.73212
C -6.39053 2.60542 -1.36367
C -6.64806 0.99883 -1.32531
N -5.52483 0.05249 -1.59380
C -2.20942 -0.58301 -3.61944
O -2.88209 -0.68797 -4.77905
C -0.54088 -0.66907 -3.51814
P 0.59585 0.29581 -4.73711
O -0.29317 1.01534 -5.87040
O 1.80992 -0.67707 -5.51609
O 1.27995 1.63883 -3.79667
C 0.00461 -1.51892 -2.38384
C 1.63529 -1.69017 -2.09254
C 1.88669 -0.91739 -0.63036
C 2.96891 0.32310 -0.73993
I 2.52771 1.76498 0.89448
C -1.11772 -2.25272 -1.38248
O -0.99954 -3.51871 -0.97606
H -3.86962 -2.34833 1.17864
H -3.78368 0.05607 1.03646
H -2.65181 2.55811 -2.29321
H -4.79248 4.51709 -1.75809
H -7.31786 3.30280 -1.10611
H -7.71140 0.57590 -1.08409
H 2.26704 -0.03064 -6.16351
H 0.53585 2.13107 -3.33402
H 1.86587 -2.83532 -1.89078
H 2.28425 -1.23998 -2.95652
H 0.85740 -0.42396 -0.28154
H 2.16249 -1.68057 0.23499
H 4.07044 -0.11145 -0.67435
H 2.79168 0.93724 -1.74208
C 8.60607 2.31493 0.44072
C 7.28399 2.15099 0.36354
C 6.60627 1.93528 -0.94482
O 5.39223 1.76879 -0.98225
C 7.43655 1.93585 -2.15941
C 8.75817 2.10326 -2.08232
C 9.43871 2.29130 -0.77173
O 10.65724 2.42432 -0.73126
O 9.54414 2.10758 -3.22005
O 6.49452 2.17462 1.49857
H 9.11193 2.47037 1.38531
H 6.92910 1.79587 -3.10526
H 10.46313 2.24407 -2.90171
H 5.57639 2.03212 1.18073
C -3.41508 -2.81183 6.83052
C -3.02641 -2.42633 5.61354
C -4.01260 -1.97341 4.59376
O -3.62372 -1.60708 3.49032
C -5.43783 -1.98954 4.95851
C -5.82656 -2.37837 6.17438
C -4.83821 -2.80481 7.20270
O -5.22453 -3.13933 8.31761
O -7.16458 -2.39855 6.52294
O -1.69076 -2.43274 5.25559
H -2.70877 -3.14125 7.58214
H -6.14535 -1.67492 4.20210
H -7.18727 -2.71493 7.45240
H -1.66767 -2.11065 4.32823
```

Results
SMILES = O=[PH2]C1=C(c2ccccn2)C(=O)C(P(=O)(O)O)=C(CCCI)C1=O.O=C1C=C(O)C(=O)C=C1O.O=C1C=C(O)C(=O)C=C1O
LUMO = -0.0757 hartree
HOMO level = -9.52 eV



# C26H22N11O5SY

A molecular structure, C26H22N11O5SY (ωB97M-V with the def2-TZVPD basis set, the Open Molecules 2025 dataset).

```
66
Properties=species:S:1:pos:R:3
Y -0.11080 -0.12520 -0.39250
O -0.03770 3.32790 -3.06280
C 0.12040 2.29110 -2.42510
N -0.52480 1.84880 -1.34260
C -1.58140 2.54880 -0.76360
C -2.37630 3.49710 -1.40440
C -3.41920 4.10590 -0.72810
C -3.68660 3.78730 0.59440
C -2.90710 2.85700 1.25920
C -1.84750 2.23440 0.60200
N -0.92310 1.37340 1.16680
C -0.80090 1.06230 2.45070
O -1.65930 1.04860 3.35160
C 0.62790 0.67910 2.72910
C 1.13570 0.71100 4.02680
C 2.49020 0.51050 4.21930
C 3.29550 0.29690 3.10910
C 2.70120 0.26210 1.85830
N 1.40350 0.43940 1.66350
C 1.23370 1.34830 -2.84810
C 1.76200 1.46780 -4.13240
C 2.80500 0.64860 -4.51560
C 3.32440 -0.23710 -3.58050
C 2.74660 -0.28280 -2.32520
N 1.71420 0.47210 -1.95640
H -2.15460 3.76410 -2.42520
H -4.02250 4.84390 -1.23640
H -4.49450 4.27840 1.11750
H -3.08390 2.62630 2.29890
H 0.46340 0.90960 4.84670
H 2.92090 0.53380 5.21060
H 4.35990 0.15930 3.20660
H 3.29490 0.10610 0.96610
H 1.32810 2.19850 -4.79670
H 3.21900 0.70210 -5.51170
H 4.15500 -0.88180 -3.82610
H 3.14170 -0.94690 -1.56490
N -1.33730 -1.64930 1.80020
N -2.63540 -1.08320 1.98770
C -3.18500 -0.44380 0.93440
N -4.33110 0.21700 1.10700
N -2.55410 -0.57980 -0.23460
N -3.00020 -0.02950 -1.35640
O -2.20060 -0.03780 -2.27860
O -4.13700 0.40260 -1.45640
H -1.41720 -2.45560 1.14410
H -1.03530 -2.00380 2.70590
H -2.69140 -0.55620 2.86890
H -4.65720 0.42650 2.03600
H -4.71310 0.70320 0.29790
O -1.23780 -3.56870 -0.14040
S -0.87000 -3.19830 -1.54280
N -0.18410 -1.89950 -1.68390
N 1.39640 -2.01740 0.49970
C 1.98340 -2.99620 0.35570
C 2.73790 -4.15900 0.12520
C 2.58490 -5.28980 0.93040
C 3.37210 -6.39950 0.69330
C 4.30480 -6.38720 -0.33220
C 4.44670 -5.27010 -1.14130
C 3.66620 -4.15340 -0.92120
H 1.85210 -5.28230 1.72230
H 3.26420 -7.27600 1.31230
H 4.92510 -7.25130 -0.50480
H 5.16890 -5.26710 -1.94270
H 3.75410 -3.27750 -1.54670
```

Results
Energy relative to the best compared isomer or geometry (same formula, charge and spin) = 20.0 kcal/mol
LUMO = -0.0162 hartree
HOMO level = -6.93 eV



# C26H22N7O4Ru

A molecular structure, C26H22N7O4Ru (ωB97M-V with the def2-TZVPD basis set, the Open Molecules 2025 dataset).

```
60
Properties=species:S:1:pos:R:3
Ru 0.79481 -0.16781 -0.02728
C -2.98576 6.13022 -0.10991
C -2.30462 4.82755 0.21665
C -2.68789 4.05680 1.31272
C -2.07921 2.84929 1.58431
C -1.03514 2.33514 0.80107
N -0.43946 1.10861 1.13710
C -0.19749 0.93860 2.51962
C 0.26278 1.98799 3.32482
C 0.54882 1.81233 4.66194
C 0.40690 0.56980 5.28198
C 0.77948 0.36184 6.72588
C -0.02635 -0.47934 4.49508
C -0.32767 -0.29616 3.15014
N -0.75786 -1.44393 2.41507
C -1.68412 -2.34519 2.78383
C -1.60774 -3.40520 1.90789
C -0.58063 -3.05482 1.02509
N -0.06330 -1.87417 1.34153
C -0.67401 3.10904 -0.30444
C -1.30236 4.31835 -0.58819
N 0.35774 2.69306 -1.19954
C 1.25864 3.46553 -1.82957
C 1.85597 2.69909 -2.80324
C 1.24173 1.44912 -2.69187
N 0.32494 1.44567 -1.72201
H -3.33522 6.62678 0.79534
H -3.85428 5.97203 -0.75312
H -2.31132 6.81039 -0.63015
H -3.48638 4.40448 1.95876
H -2.40251 2.26845 2.43865
H 0.41801 2.95512 2.86485
H 0.91659 2.65471 5.23687
H 0.66846 1.28340 7.29730
H 1.82000 0.04207 6.81546
H 0.15862 -0.40483 7.19038
H -0.11489 -1.47570 4.91406
H -2.32689 -2.15612 3.62726
H -2.20514 -4.29980 1.90644
H -0.18726 -3.60207 0.18338
H -0.99944 4.86105 -1.47673
H 1.41679 4.48711 -1.52715
H 2.64011 2.98921 -3.47953
H 1.42679 0.56012 -3.27164
O 2.52607 -2.24124 -3.30777
C 1.82958 -1.84297 -2.39125
O 2.20187 -1.19360 -1.34334
C 0.33382 -2.09666 -2.47759
C -0.21516 -2.95017 -3.42387
C -1.58585 -3.12789 -3.43474
C -2.36959 -2.43763 -2.51584
C -1.74550 -1.59931 -1.61511
N -0.41970 -1.44334 -1.59784
H 0.45144 -3.44066 -4.11850
H -2.04717 -3.79155 -4.15492
H -3.44501 -2.54592 -2.49703
H -2.30634 -1.02984 -0.88267
O 2.89852 -0.29025 2.33956
N 2.57772 -0.00412 1.21259
O 2.68885 1.16891 0.77849
```

Results
Multiplicity = 6
Energy relative to the best compared isomer or geometry (same formula, charge and spin) = 0.0 kcal/mol
LUMO (spin up / spin down) = 0.0088 / -0.0421 hartree
HOMO level (spin up / spin down) = -7.42 / -7.59 eV



no.,strongest force on any atom (eV/Å)
1,1.17
2,9.12
3,2.61
4,1.10